{"formula": "C5H11NO", "method": "ωB97M-V/def2-TZVPD", "symbols": ["C", "O", "C", "C", "N", "C", "C", "H", "H", "H", "H", "H", "H", "H", "H", "H", "H", "H"], "coordinates": [[-1.46496, -0.15181, -2.37668], [-0.88742, -0.92571, -1.35742], [0.29796, -0.35888, -0.87602], [0.08415, 0.80255, 0.12262], [0.29616, -0.15406, 1.18337], [0.78595, 0.30606, 2.44232], [0.84337, -1.16950, 0.31584], [-2.37765, -0.66185, -2.69249], [-0.78126, -0.06268, -3.23504], [-1.72400, 0.86237, -2.03423], [1.00316, -0.15747, -1.69278], [0.86589, 1.58335, 0.07070], [-0.89838, 1.29934, 0.12588], [-0.14978, 0.59827, 2.91680], [1.52052, 1.13647, 2.35286], [1.25999, -0.48047, 3.03928], [0.37864, -2.15414, 0.45160], [1.93941, -1.26762, 0.34321]], "forces_ev_per_angstrom": [[-0.147, 0.120, -0.252], [0.022, -0.123, -0.013], [0.251, 0.021, -0.116], [-0.065, 0.166, -0.145], [-0.185, -0.001, 0.123], [-0.099, -0.117, 0.117], [0.159, -0.191, -0.116], [0.126, 0.096, 0.014], [-0.114, -0.004, 0.073], [0.047, -0.178, -0.021], [-0.115, -0.054, 0.013], [-0.042, -0.134, -0.065], [0.161, -0.150, -0.079], [0.481, 0.614, 0.870], [-0.373, -0.165, 0.073], [-0.221, -0.039, -0.202], [0.161, 0.091, -0.134], [-0.048, 0.047, -0.142]], "energy_ha": -327.03266, "e_homo_ha": -0.299, "total_charge": 0, "relative_energy_ev": 2.686}


{"formula": "C39H53F6O4P2SbSiZn", "method": "ωB97M-V/def2-TZVPD", "symbols": ["Zn", "C", "C", "P", "C", "C", "C", "C", "C", "C", "C", "C", "C", "C", "C", "C", "C", "P", "C", "C", "C", "C", "C", "C", "C", "C", "C", "C", "C", "C", "H", "H", "H", "H", "H", "H", "H", "H", "H", "H", "H", "H", "H", "H", "H", "H", "H", "H", "H", "H", "H", "H", "H", "H", "H", "H", "F", "Sb", "F", "F", "F", "F", "F", "C", "C", "C", "C", "O", "Si", "O", "O", "C", "C", "C", "C", "O", "C", "C", "C", "C", "H", "H", "H", "H", "H", "H", "H", "H", "H", "H", "H", "H", "H", "H", "H", "H", "H", "H", "H", "H", "H", "H", "H", "H", "H", "H", "H"], "coordinates": [[-0.53326, 0.26164, 1.15220], [-3.71775, -1.98607, 1.67960], [-2.70445, -2.28606, 2.78602], [-0.97236, -2.00056, 2.35395], [0.02919, -1.92511, 3.80738], [1.15221, -2.75281, 3.97614], [1.87889, -2.67026, 5.14491], [1.51157, -1.76020, 6.13319], [0.41153, -0.92780, 5.96254], [-0.32850, -1.00055, 4.79985], [-0.39053, -3.19942, 1.19275], [0.91669, -3.06845, 0.71439], [1.43909, -4.04763, -0.10834], [0.65101, -5.12098, -0.49783], [-0.66773, -5.22850, -0.06349], [-1.19458, -4.27273, 0.78295], [-4.05423, -0.50280, 1.53289], [-2.85182, 0.48323, 0.57867], [-2.94274, -0.13407, -1.11665], [-2.01084, -1.06321, -1.57638], [-2.10924, -1.56078, -2.86752], [-3.13188, -1.12937, -3.69841], [-4.05549, -0.19283, -3.24784], [-3.96258, 0.30957, -1.96098], [-3.49637, 2.16146, 0.60653], [-2.67689, 3.19341, 0.15978], [-3.14483, 4.49597, 0.14752], [-4.43096, 4.77372, 0.58512], [-5.25062, 3.74911, 1.03804], [-4.78731, 2.44429, 1.05388], [-4.63634, -2.51686, 1.93289], [-3.38610, -2.39625, 0.72170], [-2.74528, -3.33725, 3.08904], [-2.90987, -1.69982, 3.68399], [1.42853, -3.46710, 3.21398], [2.73266, -3.31721, 5.29229], [2.09408, -1.69542, 7.04262], [0.14630, -0.20389, 6.71903], [-1.16151, -0.32385, 4.65746], [1.51565, -2.20039, 0.96109], [2.45171, -3.94705, -0.46135], [1.06098, -5.87743, -1.15454], [-1.27750, -6.06518, -0.37595], [-2.21149, -4.37604, 1.13613], [-4.16967, -0.02589, 2.50974], [-5.00478, -0.40665, 1.00400], [-1.17257, -1.36202, -0.95898], [-1.36696, -2.26059, -3.22889], [-3.20043, -1.50793, -4.70983], [-4.84149, 0.15423, -3.90499], [-4.66855, 1.05667, -1.61776], [-1.66481, 2.99148, -0.15630], [-2.49482, 5.29455, -0.18316], [-4.79322, 5.79303, 0.58486], [-6.25131, 3.96649, 1.38612], [-5.44015, 1.66363, 1.41872], [0.15605, 1.26656, 2.72289], [-0.57939, 2.88041, 3.67420], [1.18419, 3.39648, 3.99586], [-2.22202, 2.02253, 3.23599], [-1.38756, 4.35839, 4.46194], [-0.58071, 1.86954, 5.26068], [-0.53894, 3.65545, 1.96471], [2.54563, 2.79237, 0.81964], [3.46234, 1.70961, 0.26783], [3.61495, 0.55946, 1.26100], [4.82846, 2.28588, -0.07429], [2.91585, 1.23796, -0.97463], [1.75385, 0.15820, -1.34674], [0.68936, -0.00802, -0.15189], [2.39568, -1.33057, -1.65326], [3.15705, -1.69399, -2.83071], [4.00603, -2.90353, -2.45703], [4.07609, -0.55693, -3.26310], [2.18859, -2.07844, -3.94383], [1.06342, 0.62186, -2.75506], [0.62737, 1.89468, -3.25120], [-0.19744, 1.59191, -4.49403], [-0.24288, 2.56606, -2.20117], [1.82942, 2.76074, -3.60517], [2.92746, 3.19137, 1.76031], [1.54811, 2.39128, 1.00541], [2.46074, 3.61183, 0.10375], [4.11341, 0.90818, 2.16675], [4.21341, -0.24038, 0.81940], [2.63979, 0.16073, 1.54482], [5.30653, 2.69859, 0.81503], [4.72385, 3.08005, -0.81412], [5.47317, 1.51061, -0.49051], [4.63177, -2.68128, -1.59078], [4.65684, -3.17340, -3.28924], [3.37785, -3.76790, -2.24070], [4.74312, -0.27460, -2.44830], [3.50836, 0.32301, -3.56154], [4.67997, -0.87760, -4.11323], [1.55961, -2.90846, -3.61131], [2.74018, -2.40063, -4.82840], [1.55071, -1.23702, -4.20754], [-1.05771, 0.97299, -4.23205], [0.40926, 1.05391, -5.22374], [-0.55457, 2.51439, -4.95418], [-1.08006, 1.90627, -1.96230], [-0.64165, 3.51316, -2.56946], [0.33459, 2.76433, -1.29347], [2.42530, 2.27974, -4.38230], [2.46115, 2.92089, -2.73293], [1.49509, 3.72783, -3.98481]], "forces_ev_per_angstrom": [[-0.170, 0.425, -0.223], [-0.033, -0.007, -0.020], [-0.006, 0.044, 0.027], [0.064, -0.168, 0.008], [0.035, -0.011, 0.042], [-0.011, 0.023, -0.048], [0.006, 0.010, 0.018], [0.004, -0.002, 0.000], [0.009, 0.023, -0.014], [-0.007, -0.022, 0.000], [-0.058, -0.043, 0.022], [0.030, 0.007, -0.011], [-0.045, 0.014, -0.024], [-0.016, -0.016, -0.005], [0.007, 0.005, 0.007], [0.032, 0.006, 0.001], [0.021, -0.035, 0.045], [0.071, 0.045, 0.021], [-0.044, -0.004, 0.016], [0.000, 0.009, -0.016], [0.014, 0.004, 0.006], [-0.012, -0.002, -0.007], [0.004, 0.000, 0.000], [-0.007, -0.007, 0.001], [-0.029, -0.001, -0.048], [-0.030, 0.017, -0.027], [0.001, 0.006, 0.007], [-0.005, 0.013, 0.001], [-0.008, -0.001, -0.004], [-0.007, -0.014, 0.003], [0.001, 0.000, -0.002], [-0.009, 0.001, -0.009], [-0.006, 0.006, 0.004], [-0.004, 0.021, -0.003], [0.001, -0.007, -0.008], [-0.001, 0.001, 0.001], [0.001, -0.001, -0.001], [-0.014, 0.009, 0.002], [-0.003, -0.002, 0.003], [0.006, 0.009, -0.006], [0.038, 0.009, -0.016], [-0.003, 0.001, 0.003], [-0.001, 0.002, 0.000], [-0.005, -0.009, 0.002], [0.006, 0.002, -0.004], [0.008, 0.006, -0.011], [0.010, -0.014, 0.007], [-0.005, 0.001, 0.004], [-0.001, 0.002, -0.001], [-0.001, 0.001, 0.001], [-0.002, -0.005, -0.003], [0.022, -0.009, -0.009], [-0.001, -0.002, -0.007], [-0.001, 0.001, 0.001], [-0.001, -0.002, 0.000], [0.000, 0.015, 0.007], [0.092, -0.129, 0.143], [0.059, 0.011, 0.052], [-0.034, -0.032, -0.022], [-0.054, -0.045, 0.031], [-0.028, -0.034, -0.029], [0.022, -0.015, -0.005], [-0.009, 0.025, -0.037], [-0.015, -0.023, -0.020], [0.002, -0.052, -0.004], [0.012, 0.021, -0.032], [-0.002, 0.008, -0.013], [-0.005, 0.087, 0.047], [0.077, -0.031, -0.072], [0.050, -0.192, 0.156], [-0.081, 0.056, 0.018], [0.034, -0.045, 0.031], [0.009, 0.047, 0.029], [0.004, -0.010, -0.029], [-0.017, -0.003, 0.032], [0.027, -0.015, 0.011], [-0.007, -0.010, -0.013], [0.003, -0.008, -0.009], [0.018, -0.002, 0.026], [-0.010, -0.010, -0.009], [-0.001, -0.004, 0.000], [0.060, 0.029, -0.023], [0.002, 0.004, 0.004], [0.005, 0.004, -0.012], [-0.011, -0.005, 0.003], [-0.027, -0.018, 0.001], [-0.003, 0.002, 0.001], [0.003, 0.000, -0.002], [0.000, -0.001, 0.005], [-0.023, -0.006, 0.011], [0.008, 0.003, 0.001], [0.007, -0.001, -0.006], [0.006, 0.001, -0.004], [-0.006, 0.006, 0.002], [-0.003, 0.001, 0.001], [-0.009, 0.012, -0.005], [-0.004, -0.003, -0.011], [0.007, 0.013, -0.004], [0.002, -0.002, -0.003], [-0.001, 0.001, 0.000], [-0.004, 0.002, 0.002], [-0.002, 0.007, 0.004], [0.001, 0.001, -0.002], [-0.006, 0.008, 0.010], [0.004, -0.004, 0.001], [0.003, 0.002, 0.009], [0.001, -0.004, 0.000]], "s2": 0.762, "energy_ha": -5410.02517, "e_homo_ha": [-0.430, -0.430], "multiplicity": 2, "total_charge": 1, "relative_energy_ev": 0.646}


{"formula": "C38H38AsN5O2PSc", "method": "ωB97M-V/def2-TZVPD", "symbols": ["Sc", "C", "C", "As", "C", "C", "C", "C", "C", "C", "C", "C", "C", "C", "C", "C", "P", "C", "C", "C", "C", "C", "C", "C", "C", "C", "C", "C", "C", "H", "H", "H", "H", "H", "H", "H", "H", "H", "H", "H", "H", "H", "H", "H", "H", "H", "H", "H", "H", "H", "H", "H", "H", "N", "C", "O", "C", "C", "C", "N", "C", "C", "H", "H", "H", "H", "H", "H", "O", "C", "N", "C", "C", "C", "C", "N", "N", "C", "H", "H", "H", "H", "H", "H", "H", "H"], "coordinates": [[-1.95280, 0.95677, 0.98476], [1.90911, 0.46970, -0.42169], [2.24724, 1.16921, -1.71716], [4.17472, 1.77707, -2.01840], [4.69338, 1.91305, -0.17155], [3.97215, 2.73167, 0.72324], [4.51257, 2.95730, 1.95868], [5.72970, 2.39310, 2.35311], [6.43399, 1.55621, 1.48364], [5.97168, 1.35179, 0.21690], [4.83661, 0.05819, -2.63567], [4.91618, -0.93490, -1.64421], [5.36602, -2.21889, -1.93718], [5.83848, -2.43505, -3.25414], [5.74073, -1.44742, -4.23960], [5.20635, -0.20749, -3.98243], [0.10321, -0.13117, -0.33030], [0.11907, -1.17510, -1.81561], [1.05517, -2.11369, -2.17609], [0.99170, -2.80233, -3.41689], [-0.06476, -2.51372, -4.26277], [-1.03382, -1.55577, -3.92440], [-0.96630, -0.92622, -2.70935], [0.12351, -1.49965, 0.94200], [0.80053, -1.18564, 2.13216], [0.69020, -2.08459, 3.21309], [0.00601, -3.27833, 3.11689], [-0.56248, -3.63062, 1.88953], [-0.56340, -2.73108, 0.79629], [2.08871, 1.10534, 0.45660], [2.61177, -0.34870, -0.16887], [1.65952, 2.09947, -1.74454], [1.93105, 0.62138, -2.59866], [2.98729, 3.13434, 0.30536], [3.98662, 3.57452, 2.71414], [6.20174, 2.67502, 3.25011], [7.36724, 1.09863, 1.74648], [6.59167, 0.89798, -0.52926], [4.54706, -0.55943, -0.60582], [5.19572, -2.96291, -1.17048], [6.38912, -3.33858, -3.51502], [6.13703, -1.62321, -5.29162], [4.94503, 0.54308, -4.74356], [1.83880, -2.31488, -1.43904], [1.83695, -3.42134, -3.71321], [-0.09541, -3.05111, -5.25829], [-1.79473, -1.37924, -4.66796], [-1.76170, -0.27480, -2.32914], [1.27932, -0.23250, 2.25637], [1.12150, -1.72502, 4.13772], [-0.17521, -3.82691, 3.99999], [-1.01580, -4.64139, 1.73052], [-0.97092, -2.97823, -0.16383], [-6.24688, -4.45145, 1.36583], [-6.09656, -3.66147, 0.28925], [-6.47303, -3.85326, -0.86177], [-5.29986, -2.43964, 0.56781], [-5.08109, -1.62052, -0.55353], [-4.31006, -0.49611, -0.38772], [-3.77760, -0.12594, 0.85226], [-3.99540, -0.95617, 1.89450], [-4.73005, -2.14085, 1.78731], [-6.78019, -5.33512, 1.27645], [-5.57313, -4.41455, 2.14271], [-5.58379, -1.75245, -1.56338], [-4.01143, 0.19576, -1.17085], [-3.58214, -0.62385, 2.85644], [-5.02505, -2.62859, 2.71450], [-0.80226, 0.63230, 5.25623], [-1.11927, 0.71384, 4.12521], [-1.57230, 0.78561, 3.01134], [-5.90847, 5.00518, 0.90255], [-4.53236, 4.41770, 0.82810], [-3.36006, 5.02511, 1.19003], [-2.35156, 3.98184, 0.99018], [-2.96417, 2.82865, 0.57505], [-4.29982, 3.19240, 0.32200], [-0.92496, 4.04524, 1.21931], [-6.01704, 5.40400, 1.94077], [-6.65070, 4.20347, 0.80298], [-6.04972, 5.77708, 0.15934], [-3.17763, 6.05832, 1.42862], [-5.08220, 2.50535, 0.18105], [-0.75315, 3.13106, 1.94704], [-0.79905, 4.98582, 1.78793], [-0.26610, 4.07739, 0.31156]], "forces_ev_per_angstrom": [[0.189, 0.292, 1.733], [0.150, -0.145, 1.318], [-0.363, 1.111, 0.157], [-1.189, 0.385, -0.997], [1.868, -0.577, 0.708], [-0.723, -0.886, -2.362], [-0.044, 0.672, 2.057], [-0.325, -0.367, -1.476], [-0.134, 0.498, 0.447], [-2.380, 1.331, -0.869], [0.370, -0.489, 0.239], [-0.807, 1.080, 0.834], [-0.502, 0.761, -0.826], [0.331, -0.047, 0.544], [0.853, -0.550, -1.639], [-1.242, 0.963, 1.690], [2.395, -2.173, -0.408], [-2.624, 0.812, -1.488], [0.890, -0.556, 0.227], [0.124, 1.130, 1.098], [0.359, -0.576, -1.306], [0.271, -0.949, -0.596], [0.388, 0.080, 1.065], [0.044, 0.778, 0.406], [-1.263, -1.591, 0.149], [0.552, 1.493, -0.358], [-0.315, 0.867, -1.178], [-0.558, -0.453, -1.105], [1.096, 0.360, 1.351], [-0.248, 0.268, -0.339], [-0.818, -0.238, -0.469], [0.121, -0.036, -0.109], [0.209, -0.279, -0.102], [1.416, -0.209, 1.124], [0.340, -0.253, -0.695], [0.126, 0.160, 1.209], [0.385, 0.091, 0.360], [0.076, -0.551, -0.163], [0.952, -1.439, -1.775], [0.721, -0.372, -0.198], [-0.490, -0.031, 0.130], [-0.583, -0.081, 1.571], [0.652, -0.432, 0.231], [0.088, -0.098, -0.539], [-0.448, -0.159, 0.123], [-0.139, 0.860, 1.268], [-0.332, 0.220, 0.215], [0.227, 0.059, -0.613], [0.319, 0.182, 0.097], [0.021, -0.410, 0.231], [0.118, -0.919, 0.643], [0.320, 1.080, 0.333], [-0.321, -0.272, -0.224], [-0.388, -1.559, 0.667], [-0.097, -0.661, -1.226], [-0.147, -0.069, 1.496], [0.410, 0.386, -0.859], [-0.309, 1.068, -1.105], [0.866, 0.585, 1.534], [-0.437, -1.748, -1.025], [-0.109, 0.118, 0.327], [-0.287, 1.404, 0.305], [0.628, 0.934, -0.059], [-0.847, -0.037, -0.777], [0.777, -0.408, 1.614], [-0.437, -0.219, -0.250], [-0.196, -0.258, -0.455], [0.404, -0.141, -0.299], [0.029, 0.076, -1.584], [-0.281, -0.120, 1.998], [-0.072, 0.470, -2.137], [0.156, -0.776, 1.150], [-0.911, 0.820, -0.679], [2.334, -2.333, -0.760], [-3.815, 0.857, -0.723], [-0.309, 1.097, -0.535], [-0.043, -1.004, 1.272], [1.137, -0.799, 1.511], [-0.056, -0.020, -0.951], [-0.011, 0.358, -0.189], [-0.142, 0.187, -0.064], [-0.083, -0.057, 0.273], [1.565, 0.731, 0.276], [0.632, 1.726, -1.210], [0.602, -0.701, -0.090], [-0.687, -0.305, 0.834]], "energy_ha": -5232.47305, "e_homo_ha": -0.445, "total_charge": 2, "relative_energy_ev": 0.589}